1.
92
Properties=species:S:1:pos:R:3:forces:R:3 method="wB97M-V/def2-TZVPD" energy_ha=-3212.2283 homo_lumo_gap_ev="2.97 / 6.74" e_homo_ev="1.00 / -2.77" charge=-2 spin_multiplicity=2
Mg -0.015 -0.368 0.377 0.5 -0.4 0.1
O 3.649 3.815 -1.207 0.0 -0.1 0.0
C 4.503 2.810 -1.036 -0.1 0.1 -0.1
O 5.701 3.019 -1.035 0.0 0.0 0.1
C 3.930 1.456 -0.867 0.0 0.2 0.0
C 4.679 0.294 -0.652 0.0 -0.2 0.3
Cl 6.329 0.037 -1.062 0.1 -0.1 -0.1
N 3.785 -0.774 -0.539 -0.1 0.0 -0.1
N 2.488 -0.305 -0.655 -0.1 0.0 0.0
C 2.595 1.023 -0.860 0.2 -0.2 0.0
C 1.320 1.751 -0.982 -0.4 0.0 0.1
O 1.276 3.003 -1.060 0.0 -0.1 -0.2
O 0.270 1.022 -0.979 0.0 0.4 -0.1
C 3.991 -2.123 -0.380 0.0 -0.1 0.0
C 2.942 -3.016 -0.712 0.1 0.1 0.0
C 3.091 -4.372 -0.521 0.0 0.0 0.0
C 4.266 -4.912 0.009 0.0 0.1 0.0
C 5.292 -4.030 0.355 0.0 -0.1 0.0
C 5.173 -2.666 0.176 0.0 0.1 0.0
H 2.676 3.501 -1.164 0.1 0.1 0.1
H 2.015 -2.614 -1.091 0.0 0.0 0.0
H 2.258 -5.020 -0.775 0.0 0.0 0.0
H 4.369 -5.978 0.170 0.0 0.0 0.0
H 6.206 -4.413 0.798 0.0 0.0 0.0
H 5.974 -2.018 0.497 0.0 0.0 0.0
O -2.037 0.365 0.526 0.0 0.1 0.1
N -2.536 0.476 -0.670 0.0 0.0 0.0
C -3.174 -0.577 -1.218 0.0 0.0 0.0
C -3.699 -0.491 -2.489 0.0 0.0 0.1
C -3.563 0.684 -3.209 0.0 0.0 -0.1
C -2.889 1.746 -2.630 0.0 0.0 0.1
C -2.370 1.624 -1.359 0.0 0.0 0.0
H -3.189 -1.456 -0.591 0.0 0.0 0.0
H -4.190 -1.361 -2.903 0.0 0.0 0.0
H -3.959 0.765 -4.213 0.0 0.0 0.0
H -2.728 2.674 -3.160 0.0 0.0 0.0
H -1.779 2.368 -0.851 0.0 0.0 0.0
C 3.124 2.590 4.828 0.0 0.0 0.0
C 3.133 1.847 3.495 0.0 -0.1 -0.1
C 4.553 1.703 2.961 0.0 0.0 0.0
C 2.265 2.570 2.470 0.0 0.0 0.0
O 2.662 0.521 3.726 0.0 0.0 0.2
Si 1.137 -0.094 3.622 -0.1 0.0 -0.1
O 0.559 -0.174 2.167 -0.1 0.1 -0.1
O 0.219 0.854 4.638 0.0 -0.1 0.1
C -1.098 0.604 5.105 0.0 0.0 -0.1
C -1.713 1.973 5.378 0.0 0.0 0.0
C -1.935 -0.146 4.071 0.0 0.0 0.0
C -1.007 -0.203 6.400 0.0 0.0 0.0
O 1.198 -1.567 4.382 0.1 0.0 0.1
C 2.078 -2.653 4.086 -0.1 0.0 -0.1
C 2.429 -2.695 2.605 0.0 0.0 0.0
C 3.336 -2.496 4.936 0.0 0.0 0.0
C 1.326 -3.920 4.478 0.0 0.0 0.0
H 3.491 3.612 4.700 0.0 0.0 0.0
H 3.765 2.074 5.547 0.0 0.0 0.0
H 2.108 2.621 5.226 0.0 0.0 0.0
H 4.997 2.681 2.759 0.0 0.0 0.0
H 4.545 1.132 2.031 0.0 0.0 0.0
H 5.173 1.175 3.689 0.0 0.0 0.0
H 2.687 3.550 2.237 0.0 0.0 0.0
H 1.249 2.705 2.848 0.0 0.0 0.0
H 2.214 1.993 1.548 0.0 0.0 0.0
H -1.779 2.540 4.448 0.0 0.0 0.0
H -1.083 2.527 6.077 0.0 0.0 0.0
H -2.715 1.875 5.804 0.0 0.0 0.0
H -1.926 0.376 3.114 0.0 0.0 0.0
H -2.967 -0.238 4.422 0.0 0.0 0.0
H -1.535 -1.149 3.906 0.0 0.0 0.0
H -0.442 0.357 7.148 0.0 0.0 0.0
H -0.490 -1.143 6.207 0.0 0.0 0.0
H -2.005 -0.414 6.796 0.0 0.0 0.0
H 2.983 -1.802 2.309 0.0 0.0 0.0
H 1.524 -2.743 1.998 0.0 0.0 0.0
H 3.044 -3.568 2.375 0.0 0.0 0.0
H 3.828 -1.554 4.691 0.0 0.0 0.0
H 4.031 -3.319 4.747 0.0 0.0 0.0
H 3.074 -2.489 5.998 0.0 0.0 0.0
H 0.423 -4.014 3.871 0.0 0.0 0.0
H 1.039 -3.876 5.532 0.0 0.0 0.0
H 1.946 -4.805 4.314 0.0 0.0 0.0
F -2.093 -6.291 -0.708 0.0 0.0 0.0
C -1.608 -5.021 -0.526 0.0 0.0 0.0
C -1.230 -4.286 -1.629 0.0 0.0 0.0
C -0.744 -2.993 -1.419 0.0 0.0 0.0
C -0.618 -2.396 -0.154 -0.1 -0.1 -0.1
C -1.022 -3.220 0.912 0.0 0.0 0.0
C -1.510 -4.518 0.753 0.0 0.0 0.0
H -1.304 -4.722 -2.618 0.0 0.0 0.0
H -0.436 -2.436 -2.303 0.0 0.0 0.0
H -0.950 -2.839 1.929 0.0 0.0 0.0
H -1.803 -5.132 1.597 0.0 0.0 0.0

2.
137
Properties=species:S:1:pos:R:3:forces:R:3 method="wB97M-V/def2-TZVPD" energy_ha=-8354.3368 homo_lumo_gap_ev=0.96 e_homo_ev=-7.20 charge=-1 e_above_lowest_kcal_mol=323.0 spin_multiplicity=1
Mg -2.458 -3.871 -2.351 0.2 0.2 -0.4
C 7.636 -14.623 3.364 -1.8 0.4 -0.3
F 8.513 -14.126 4.183 1.5 -0.2 -0.2
F 8.050 -14.672 2.059 -0.3 0.3 1.7
F 7.345 -15.868 3.753 0.0 0.1 -0.3
S 6.057 -13.477 3.595 0.1 -0.6 -1.1
O 6.273 -12.461 2.538 -0.7 -1.4 2.3
O 4.950 -14.380 3.440 0.0 0.2 0.2
N 6.100 -13.042 5.312 1.0 0.4 -4.1
S 6.945 -11.681 5.242 3.1 2.3 0.8
O 7.333 -11.292 6.589 -0.7 -0.4 -0.2
O 8.114 -11.535 4.295 -2.9 -0.6 1.8
C 5.709 -10.271 4.705 2.5 -1.7 -0.8
F 4.500 -10.735 4.562 -1.3 0.0 0.4
F 5.776 -9.232 5.506 -0.4 0.2 0.5
F 6.164 -9.928 3.514 -0.2 1.0 -0.6
C -3.052 -8.424 -6.804 -0.1 -1.3 -2.0
F -3.359 -8.948 -8.021 -0.1 1.1 0.7
F -3.652 -9.206 -5.930 -0.4 0.5 0.6
F -1.768 -8.518 -6.657 1.3 -0.1 0.5
S -3.549 -6.616 -6.632 -3.4 2.4 0.7
O -4.263 -6.155 -7.842 2.2 -1.2 2.2
O -4.373 -6.599 -5.427 1.3 -0.2 -0.6
N -2.076 -5.663 -6.146 -2.5 -2.9 0.2
S -1.524 -5.367 -7.571 2.4 1.0 -4.0
O -1.513 -6.481 -8.529 -0.1 0.8 1.5
O -2.090 -4.134 -8.057 0.5 0.1 0.1
C 0.367 -5.104 -7.297 -2.9 0.2 -1.5
F 0.850 -6.247 -6.918 1.1 -0.8 0.2
F 0.902 -4.648 -8.423 0.2 -0.7 -0.3
F 0.525 -4.178 -6.412 0.6 1.2 2.0
C 1.781 -1.210 1.705 -0.5 0.9 -0.5
F 2.952 -1.186 2.290 1.1 0.0 -0.2
F 1.273 -2.417 1.860 -0.5 -0.5 -0.1
F 1.018 -0.325 2.347 -0.1 -0.4 -0.5
S 1.960 -0.902 -0.230 0.7 -1.1 -1.6
O 2.850 0.241 -0.472 -1.6 -1.7 0.5
O 2.463 -2.194 -0.739 -1.5 1.8 1.0
N 0.241 -0.700 -0.804 3.4 0.8 1.9
S -0.017 0.872 -0.480 -2.2 2.6 0.2
O -1.460 1.152 -0.390 1.6 -1.1 -0.5
O 0.775 1.531 0.561 -0.8 -1.0 -1.6
C 0.448 1.756 -2.192 -1.5 -1.2 0.7
F -0.467 2.677 -2.529 -0.1 -0.3 0.2
F 1.593 2.326 -2.156 1.9 1.0 0.4
F 0.492 0.832 -3.160 -0.4 -0.2 -0.2
C -5.604 0.518 4.878 0.5 0.0 0.8
C -6.215 -0.911 4.669 -0.5 2.0 -0.7
C -7.601 -0.793 4.004 0.1 0.5 0.1
O -7.494 -1.586 2.850 0.2 -1.8 -1.5
C -6.202 -2.082 2.694 -1.3 -0.7 -3.4
O -5.736 -2.752 1.770 -1.9 1.4 2.1
O -5.506 -1.581 3.624 3.4 0.4 3.1
H -5.263 1.040 3.984 -0.7 -0.4 -0.6
H -4.704 0.653 5.477 0.2 -1.1 0.3
H -6.259 1.191 5.431 -0.7 -0.2 -0.3
H -6.325 -1.533 5.557 0.7 0.0 0.0
H -7.789 0.230 3.679 -0.1 0.0 0.1
H -8.425 -1.135 4.631 0.1 -0.1 -0.1
C 6.611 4.108 6.904 -1.2 0.5 0.6
C 5.439 3.079 7.076 2.0 1.3 -1.6
C 5.698 2.041 8.112 1.4 0.4 -0.3
O 4.696 2.275 9.058 -0.9 -1.4 1.4
C 3.825 3.211 8.655 -3.0 1.1 3.3
O 2.824 3.606 9.295 3.4 -1.7 -2.1
O 4.247 3.733 7.549 0.5 1.0 -2.7
H 6.648 4.658 7.844 0.1 0.3 0.0
H 6.387 4.791 6.084 -0.2 0.1 0.2
H 7.628 3.774 6.697 -0.3 -0.9 0.1
H 5.370 2.641 6.081 -1.1 0.0 0.1
H 6.669 2.251 8.560 0.0 -0.3 0.3
H 5.760 1.078 7.603 -0.6 -0.4 0.8
C -2.873 7.435 6.967 -0.5 0.6 -0.6
C -1.823 8.066 6.052 0.7 -1.2 -1.0
C -1.102 7.069 5.130 0.3 -1.1 -0.1
O -1.494 7.397 3.782 0.4 -0.4 0.6
C -2.285 8.472 3.801 -1.2 0.4 -0.5
O -2.849 8.943 2.846 0.9 -0.4 1.1
O -2.442 8.922 5.074 -0.1 0.5 0.5
H -2.529 6.688 7.681 0.4 0.4 0.0
H -3.625 6.932 6.359 0.1 -0.1 -0.3
H -3.433 8.237 7.448 0.2 -0.1 0.4
H -0.973 8.546 6.535 -0.7 0.7 0.5
H -1.319 6.025 5.356 -0.6 0.0 -0.3
H -0.016 7.075 5.230 0.1 0.6 -0.3
C -12.340 6.532 -0.661 -0.6 -1.1 -0.3
C -11.266 5.846 0.149 -0.5 0.4 0.0
C -9.885 6.374 -0.142 -1.7 0.4 0.1
O -9.719 7.219 1.008 5.5 1.4 -3.2
C -10.559 7.095 1.939 -1.3 -0.1 4.1
O -10.489 7.610 3.057 -0.6 -1.2 -2.9
O -11.465 6.232 1.488 -2.3 -0.9 2.1
H -13.298 6.316 -0.189 -0.1 0.3 0.0
H -12.406 6.108 -1.663 0.2 0.1 -0.2
H -12.168 7.605 -0.739 0.0 0.0 0.2
H -11.205 4.758 0.143 -0.8 0.0 -0.3
H -9.979 7.022 -1.014 0.9 -0.2 0.0
H -9.309 5.458 -0.272 1.3 0.9 0.4
C -11.475 -0.913 -7.298 0.2 -1.1 -0.1
C -10.016 -1.061 -7.636 0.8 0.8 0.5
C -9.392 0.216 -8.181 -1.2 -0.2 0.3
O -8.179 0.274 -7.503 2.1 1.2 0.2
C -8.071 -0.574 -6.478 1.4 -2.0 1.9
O -7.095 -0.783 -5.744 -3.1 1.3 -2.4
O -9.236 -1.292 -6.391 0.0 0.3 -1.2
H -12.021 -0.662 -8.207 -0.2 -0.1 0.1
H -11.680 -0.177 -6.520 0.3 0.1 -0.1
H -11.773 -1.892 -6.925 -0.5 0.1 -0.1
H -9.762 -1.798 -8.398 -0.4 -0.8 0.6
H -10.073 1.033 -7.942 0.4 0.5 0.2
H -9.239 0.216 -9.261 0.2 -0.1 0.1
C 7.456 7.017 -6.205 0.3 -1.1 0.5
C 6.708 7.571 -7.352 -0.4 -0.1 -0.1
C 5.265 7.905 -7.028 -1.6 -2.2 0.1
O 4.971 9.091 -7.753 -2.2 -1.8 1.3
C 6.095 9.559 -8.117 3.2 2.5 -1.3
O 6.249 10.560 -8.732 0.0 0.9 -0.5
O 7.151 8.819 -7.708 1.1 2.0 -0.5
H 6.912 6.099 -5.984 0.1 -0.2 0.6
H 7.485 7.682 -5.342 -0.4 0.0 -0.1
H 8.487 6.718 -6.391 -0.1 0.2 -0.4
H 6.798 6.997 -8.274 -0.2 -0.8 0.2
H 5.020 7.982 -5.969 0.3 0.5 0.1
H 4.621 7.115 -7.416 -0.2 0.0 0.0
C 10.789 -2.370 -0.792 0.3 0.7 0.7
C 11.498 -2.180 0.613 0.1 0.5 -1.5
C 10.985 -0.985 1.459 0.5 0.4 -2.2
O 10.635 -1.529 2.683 -0.4 -0.3 1.5
C 10.730 -2.885 2.669 1.7 -0.7 0.0
O 10.626 -3.629 3.607 -0.5 1.2 -1.5
O 11.233 -3.226 1.429 -3.1 -3.8 3.2
H 10.773 -3.388 -1.183 0.4 -0.1 0.4
H 11.184 -1.730 -1.581 0.4 0.1 0.2
H 9.747 -2.059 -0.713 -0.1 -0.1 0.3
H 12.562 -2.401 0.702 0.8 1.9 -1.7
H 10.098 -0.548 1.000 0.0 0.1 0.0
H 11.771 -0.231 1.480 -0.1 0.1 0.7